Below is a structure of composition C49H63N5O10P3Rb in a non-equilibrium geometry, with properties calculated with wB97M-V/def2-TZVPD.

```
131
Properties=species:S:1:pos:R:3:forces:R:3
Rb -0.1665 -0.8809 0.4856 -0.3 0.9 -0.1
O 3.8553 0.1389 1.3179 -0.1 -0.1 -0.4
N 3.7593 1.0486 0.2891 0.2 0.0 0.2
C 4.2561 2.1852 0.5701 -0.1 -0.2 -0.1
C 4.1899 3.2645 -0.4165 0.1 0.0 0.2
C 5.0278 4.3589 -0.2138 0.0 0.1 0.0
C 5.0434 5.4249 -1.0968 -0.1 -0.1 0.0
C 4.1956 5.4034 -2.1945 0.0 0.0 0.1
C 3.3505 4.3216 -2.3933 0.0 0.2 -0.2
C 3.3333 3.2348 -1.5250 -0.2 0.0 -0.2
P 2.0986 1.8948 -1.7498 -0.2 -0.2 0.2
C 1.1397 2.5285 -3.1814 -0.1 0.1 -0.2
C -0.0877 3.1363 -2.9246 0.0 0.0 -0.1
C -0.8943 3.5829 -3.9628 0.0 0.0 0.0
C -0.4735 3.4420 -5.2768 0.0 0.0 0.0
C 0.7555 2.8543 -5.5466 0.0 0.0 0.0
C 1.5500 2.3929 -4.5088 0.0 0.0 0.0
C 3.0186 0.5916 -2.6348 0.0 -0.1 0.0
C 2.3023 -0.5669 -2.9291 0.0 0.0 0.0
C 2.8807 -1.5848 -3.6702 0.1 0.0 0.1
C 4.1946 -1.4627 -4.1057 0.0 0.0 0.1
C 4.9223 -0.3199 -3.7945 0.0 0.0 0.0
C 4.3331 0.7067 -3.0689 0.1 0.0 0.0
H 3.7353 -0.7182 0.8423 0.2 0.2 0.3
H 4.7577 2.3579 1.5210 0.0 0.0 0.0
H 5.6771 4.3636 0.6530 0.0 0.0 0.0
H 5.7045 6.2627 -0.9263 0.0 0.0 0.0
H 4.1805 6.2271 -2.8946 0.0 0.0 0.0
H 2.6844 4.3323 -3.2473 0.1 0.0 0.1
H -0.4282 3.2535 -1.9045 0.0 0.0 0.1
H -1.8520 4.0348 -3.7417 0.0 0.0 0.0
H -1.0999 3.7877 -6.0883 0.0 0.0 0.0
H 1.0919 2.7486 -6.5707 0.0 0.0 0.0
H 2.4952 1.9117 -4.7291 0.0 0.0 0.0
H 1.2792 -0.6718 -2.5862 0.0 0.0 0.1
H 2.3105 -2.4787 -3.8841 0.0 0.0 0.0
H 4.6557 -2.2607 -4.6725 0.0 0.0 0.0
H 5.9495 -0.2258 -4.1214 0.0 0.0 0.0
H 4.9030 1.5993 -2.8399 0.0 0.0 0.0
O -2.8909 -1.3520 1.5839 0.0 0.1 0.1
H -3.0015 -1.9071 2.3641 0.0 -0.1 0.0
H -2.3602 -0.6200 1.9308 -0.1 0.1 0.1
O 0.9638 2.1464 1.7434 -0.1 0.1 0.0
H 0.4835 1.4606 2.2399 0.0 -0.1 0.1
H 1.8015 1.7353 1.5012 0.1 0.0 -0.1
O 4.4344 -2.0596 -0.3664 -0.3 -0.1 0.2
H 3.5380 -2.4522 -0.3967 0.1 0.0 -0.1
H 4.6191 -1.8375 -1.2835 0.0 0.1 -0.1
O -1.3124 1.8015 0.0851 0.0 0.1 0.0
H -1.0887 1.4080 -0.7688 0.0 0.0 -0.1
H -0.4673 2.1380 0.4395 0.0 -0.1 0.0
O 1.7544 -3.0289 -0.5334 0.3 -0.1 -0.5
N 1.3447 -2.9453 0.6346 0.5 -0.8 0.2
O 1.8812 -2.1476 1.4221 0.8 -0.3 0.5
O 0.3395 -3.5789 0.9857 -0.3 -0.4 0.2
O -0.4212 -0.0757 2.8393 -0.3 0.4 1.0
P -0.9096 -0.1442 4.2509 0.2 -0.1 -0.3
N -1.4112 -1.6856 4.6016 -0.1 0.0 0.1
C -2.0026 -2.1073 5.8891 -0.1 0.1 0.0
C -1.1940 -3.3307 6.3085 0.0 0.0 0.1
C -0.8016 -3.9455 4.9744 0.0 -0.1 -0.1
C -0.4555 -2.7279 4.1335 0.1 0.0 -0.2
N 0.3532 0.3243 5.2052 0.0 0.0 0.0
C 0.3175 0.3948 6.6653 -0.1 0.0 0.1
C 1.6940 0.9446 7.0295 0.0 0.0 0.1
C 2.5861 0.3328 5.9552 0.0 0.0 0.0
C 1.7368 0.4486 4.6947 0.0 0.0 -0.1
N -2.2131 0.8392 4.4509 0.0 0.0 0.2
C -2.1311 2.1601 3.7951 0.0 0.0 -0.1
C -3.4716 2.7920 4.1360 0.0 0.0 -0.1
C -3.7156 2.3041 5.5560 0.0 0.0 0.1
C -3.2126 0.8586 5.5299 0.0 -0.1 0.1
H -3.0554 -2.3668 5.7401 0.0 0.0 0.0
H -1.9630 -1.3207 6.6408 0.0 0.0 0.0
H -1.7624 -3.9979 6.9558 0.0 0.0 0.0
H -0.2961 -3.0181 6.8493 0.0 0.0 0.0
H -1.6483 -4.4801 4.5373 0.0 0.0 0.0
H 0.0341 -4.6401 5.0434 0.0 0.0 0.0
H -0.5514 -2.8932 3.0624 0.0 0.0 0.1
H 0.5790 -2.4147 4.3152 0.0 0.0 0.0
H 0.1808 -0.5976 7.1127 0.0 0.0 0.0
H -0.4943 1.0398 7.0131 0.0 0.0 0.0
H 1.9886 0.6850 8.0456 0.0 0.0 0.0
H 1.6930 2.0329 6.9417 0.0 0.0 0.0
H 2.7795 -0.7182 6.1822 0.0 0.0 0.0
H 3.5458 0.8362 5.8519 0.0 0.0 0.0
H 1.9566 -0.3217 3.9564 0.0 0.0 0.0
H 1.8748 1.4206 4.2139 0.0 0.0 0.0
H -1.9760 2.0402 2.7242 0.0 0.0 0.0
H -1.3012 2.7508 4.2009 0.0 0.0 0.0
H -4.2397 2.4096 3.4622 0.0 0.0 0.0
H -3.4502 3.8767 4.0486 0.0 0.0 0.0
H -4.7561 2.3683 5.8706 0.0 0.0 0.0
H -3.1168 2.8911 6.2555 0.0 0.0 0.0
H -4.0209 0.1579 5.3032 0.0 0.0 0.0
H -2.7904 0.5821 6.4969 0.0 0.0 0.0
O -0.9982 -0.7026 -1.8082 -0.4 0.1 -1.1
P -1.7826 -1.3510 -2.9046 0.0 0.2 0.1
C -3.1344 -0.2753 -3.4178 0.0 0.0 0.0
C -3.6259 -0.2316 -4.7184 0.0 0.0 0.0
C -4.6691 0.6234 -5.0396 0.0 0.0 0.0
C -5.2202 1.4403 -4.0636 0.0 0.0 0.0
C -4.7306 1.4032 -2.7655 0.0 0.0 0.0
C -3.6908 0.5474 -2.4409 0.0 0.0 0.0
C -0.7861 -1.6581 -4.3676 0.0 0.0 -0.1
C -0.4853 -2.9405 -4.8122 0.0 0.0 0.0
C 0.3553 -3.1176 -5.9029 0.0 0.0 0.0
C 0.8968 -2.0163 -6.5454 0.0 0.0 0.0
C 0.6053 -0.7332 -6.0998 0.0 -0.1 0.0
C -0.2322 -0.5527 -5.0148 -0.1 0.0 0.0
C -2.5024 -2.9264 -2.4232 0.0 0.0 0.0
C -2.0065 -3.6169 -1.3218 0.0 0.0 0.1
C -2.5312 -4.8594 -0.9929 0.0 0.0 0.0
C -3.5487 -5.4120 -1.7532 0.0 0.0 0.0
C -4.0530 -4.7218 -2.8483 0.0 0.0 0.0
C -3.5313 -3.4842 -3.1815 0.0 0.0 0.0
H -3.1818 -0.8491 -5.4889 0.0 0.0 0.0
H -5.0439 0.6590 -6.0535 0.0 0.0 0.0
H -6.0298 2.1119 -4.3164 0.0 0.0 0.0
H -5.1538 2.0440 -2.0044 0.0 0.0 0.0
H -3.3041 0.5259 -1.4299 0.0 0.0 0.0
H -0.8972 -3.8024 -4.3038 0.0 0.0 0.0
H 0.5904 -4.1164 -6.2439 0.0 0.0 0.0
H 1.5556 -2.1562 -7.3918 0.0 0.0 0.0
H 1.0405 0.1257 -6.5901 0.0 0.0 0.0
H -0.4414 0.4510 -4.6601 0.0 0.0 0.0
H -1.2175 -3.2291 -0.6895 0.0 0.0 -0.2
H -2.1289 -5.3881 -0.1399 0.0 0.0 0.0
H -3.9547 -6.3807 -1.4934 0.0 0.0 0.0
H -4.8535 -5.1461 -3.4388 0.0 0.0 0.0
H -3.9350 -2.9487 -4.0324 0.0 0.0 0.0
```
Forces are in eV/Å.

As for the LUMO energy: 0.35 eV. As for the electronic energy: -108284.96051 eV. The value obtained for the energy above the lowest of the compared OMol25 structures with the same formula, charge and spin is 43.4 kJ/mol. The largest force on an atom comes out at 1.2 eV Å⁻¹. The calculation puts the gap between HOMO and LUMO at 8.26 eV. The spin multiplicity is 1. For the molecular weight, the calculation gives 1060.5 g mol⁻¹. For the HOMO energy, the calculation gives -0.2904 Ha.

Mulliken population analysis, charges in e, atoms 1 to 99:
1 Rb -0.28
2 O -0.48
3 N 0.12
4 C -0.87
5 C 0.62
6 C -1.03
7 C -0.70
8 C -0.89
9 C -0.55
10 C 0.27
11 P 2.33
12 C -0.06
13 C -0.81
14 C -0.71
15 C -0.65
16 C -0.71
17 C -0.02
18 C -0.02
19 C 0.93
20 C -0.59
21 C -0.93
22 C -1.03
23 C -0.21
24 H 0.44
25 H 0.32
26 H 0.44
27 H 0.40
28 H 0.45
29 H 0.39
30 H 0.58
31 H 0.45
32 H 0.40
33 H 0.50
34 H 0.40
35 H -0.34
36 H 0.49
37 H 0.35
38 H 0.39
39 H 0.46
40 O -0.56
41 H 0.26
42 H 0.18
43 O -0.80
44 H -0.06
45 H 0.43
46 O -0.75
47 H 0.46
48 H 0.25
49 O -0.51
50 H 0.00
51 H 0.48
52 O -0.81
53 N 0.78
54 O -0.36
55 O -0.50
56 O 1.28
57 P -2.77
58 N 0.64
59 C -0.29
60 C -0.68
61 C -0.76
62 C -0.23
63 N 0.93
64 C -0.15
65 C -0.77
66 C -0.79
67 C 0.11
68 N 0.46
69 C 0.05
70 C -0.75
71 C -0.82
72 C -0.16
73 H 0.35
74 H 0.14
75 H 0.48
76 H 0.16
77 H 0.30
78 H 0.44
79 H -0.06
80 H 0.25
81 H 0.17
82 H 0.14
83 H 0.40
84 H 0.31
85 H 0.29
86 H 0.41
87 H -0.06
88 H 0.17
89 H -0.30
90 H 0.25
91 H 0.30
92 H 0.41
93 H 0.44
94 H 0.28
95 H 0.26
96 H 0.19
97 O 1.46
98 P 1.55
99 C 0.71